Density functional theory data (the ωB97M-V functional and the def2-TZVPD basis) for a 2-piece molecular cluster, C3H4N2O2 overall.

XYZ file:
```
11
Properties=species:S:1:pos:R:3:forces:R:3
C 0.66475 -1.89823 -0.16000 1.5 -0.5 1.2
N -0.59136 -1.95539 -0.78967 -2.4 -0.8 1.2
N -0.70798 -1.64416 0.40895 1.2 -0.2 -2.5
H 1.24985 -2.80739 0.20270 -1.1 1.2 -0.8
H 1.17772 -1.04958 -0.57873 0.8 0.2 0.7
O -0.82936 -0.59139 3.08557 0.0 -1.1 0.7
C -0.59233 0.30318 2.39959 -0.3 1.9 -0.4
C -0.50326 1.49701 1.80843 0.7 -0.4 -0.1
O -1.06892 1.82980 0.56551 -0.2 -1.3 0.9
H 0.31666 2.11273 2.14440 -0.1 0.2 0.0
H -1.61366 1.03643 0.41784 -0.2 0.7 -0.7
```
Forces are in eV/Å.

Results
Lowest unoccupied orbital energy   -0.070 eV
Multiplicity   1
SMILES   C1N=N1.O=C=CO
Highest occupied orbital energy   -8.38 eV
HOMO-LUMO gap   8.31 eV

Want to see where the charge sits? The Löwdin charges in e are:
1 C -0.211
2 N 0.037
3 N 0.082
4 H 0.108
5 H 0.071
6 O 0.159
7 C -0.230
8 C -0.176
9 O -0.036
10 H 0.111
11 H 0.086

---

Density functional theory data (the ωB97M-V functional and the def2-TZVPD basis) for C3H4N2O2 in the gas phase.

XYZ file:
```
11
Properties=species:S:1:pos:R:3:forces:R:3
C -1.51669 -0.58612 0.11379 0.2 -0.6 1.0
N -0.28038 -0.06655 -0.38058 2.6 1.0 -0.1
C 0.27626 1.18696 -0.12060 -0.3 -2.4 -0.5
N 1.56762 1.20195 -0.09837 0.2 -0.3 0.6
C 2.00972 -0.14646 -0.09020 -0.6 -0.4 -0.1
O 3.07494 -0.67360 0.08563 -1.4 1.1 -0.4
O 0.84221 -0.96574 -0.32858 -0.6 1.0 0.3
H -1.83765 -1.46402 -0.48910 0.3 0.5 0.9
H -1.47352 -0.66752 1.21837 0.1 -1.1 -0.5
H -2.24308 0.18092 0.05298 -0.8 0.9 -0.8
H -0.41943 2.00018 0.03665 0.3 0.3 -0.2
```
Forces are in eV/Å.

Results
Lowest unoccupied orbital energy   0.331 eV
Multiplicity   1
SMILES   Cn1cnc(=O)o1
Highest occupied orbital energy   -9.79 eV
HOMO-LUMO gap   10.12 eV

Want to see where the charge sits? The Löwdin charges in e are:
1 C -0.036
2 N -0.131
3 C -0.113
4 N 0.149
5 C -0.469
6 O 0.120
7 O 0.047
8 H 0.114
9 H 0.106
10 H 0.073
11 H 0.138

---

Density functional theory data (the ωB97M-V functional and the def2-TZVPD basis) for C3H4N2O2 in the gas phase.

XYZ file:
```
11
Properties=species:S:1:pos:R:3:forces:R:3
N 0.07381 1.21370 1.64124 0.0 -0.2 0.1
C -0.09069 0.23375 0.81813 0.0 -0.2 -0.1
C -0.40170 -1.09082 0.65013 0.0 0.2 0.3
O -0.23076 -1.52597 -0.72161 0.0 0.0 -0.2
C 0.11387 -0.54647 -1.49567 0.1 0.1 -0.4
O 0.33281 -0.50915 -2.66966 -0.1 0.0 0.6
N 0.18772 0.68179 -0.62010 0.0 0.1 -0.1
H 1.10644 1.13153 -0.61867 -0.1 -0.1 -0.2
H -0.00910 0.92344 2.60873 -0.1 0.0 0.0
H -0.59305 -1.89727 1.33393 0.0 0.2 0.0
H -0.48935 1.38548 -0.92645 0.1 -0.1 0.1
```
Forces are in eV/Å.

Results
Lowest unoccupied orbital energy   0.284 eV
Multiplicity   1
Highest occupied orbital energy   -7.35 eV
HOMO-LUMO gap   7.63 eV

Want to see where the charge sits? The Löwdin charges in e are:
1 N 0.045
2 C -0.467
3 C -0.041
4 O 0.081
5 C -0.490
6 O 0.157
7 N 0.213
8 H 0.184
9 H 0.032
10 H 0.098
11 H 0.188

---

Density functional theory data (the ωB97M-V functional and the def2-TZVPD basis) for C3H4N2O2 as an isolated structure.

XYZ file:
```
11
Properties=species:S:1:pos:R:3:forces:R:3
C 1.25501 0.82631 -0.29537 0.6 0.4 0.5
N 0.08184 0.13192 0.05849 1.2 1.1 2.0
N -1.17782 0.81716 -0.17624 1.1 -2.1 -2.4
C -1.75947 -0.30570 -0.30334 -2.4 -0.6 0.9
O -1.35701 -1.34801 0.53800 0.1 0.2 -1.2
C -0.06099 -0.96670 0.84376 0.8 0.6 -0.3
O 0.72886 -1.49122 1.58089 -0.6 -0.3 -0.4
H 1.33889 1.00385 -1.37835 -0.2 -0.1 0.3
H 1.21706 1.76551 0.24381 0.6 0.4 -0.1
H 2.06711 0.18730 0.04215 0.3 0.3 0.0
H -2.33349 -0.62042 -1.15378 -1.6 0.1 0.5
```
Forces are in eV/Å.

Results
Lowest unoccupied orbital energy   0.083 eV
Multiplicity   1
Highest occupied orbital energy   -9.14 eV
HOMO-LUMO gap   9.23 eV

Want to see where the charge sits? The Löwdin charges in e are:
1 C -0.032
2 N -0.146
3 N 0.176
4 C -0.151
5 O 0.108
6 C -0.513
7 O 0.129
8 H 0.096
9 H 0.092
10 H 0.100
11 H 0.140

---

Density functional theory data (the ωB97M-V functional and the def2-TZVPD basis) for C3H4N2O2S in the gas phase.

XYZ file:
```
12
Properties=species:S:1:pos:R:3:forces:R:3
O 0.46159 -0.07124 2.14554 0.0 0.0 0.1
C 0.35805 0.79084 1.32448 0.0 0.1 -0.4
C 0.96989 0.74067 -0.09087 -0.8 -0.5 0.1
O 0.03811 1.27791 -1.00265 0.1 0.0 0.0
N -1.16373 0.57028 -1.10338 -0.3 -0.2 0.0
C -1.16542 -0.68277 -0.84346 -0.1 -0.2 0.1
N -0.11702 -1.54013 -0.54295 0.2 0.2 0.0
S 1.47840 -0.91550 -0.59006 -0.3 0.0 -0.1
H -0.21473 1.72582 1.48638 0.0 -0.1 0.1
H 1.79791 1.41301 -0.14750 0.8 0.4 0.1
H -2.15903 -1.14824 -0.87283 0.4 0.2 0.0
H -0.28400 -2.16065 0.23729 -0.1 0.0 0.0
```
Forces are in eV/Å.

Results
Lowest unoccupied orbital energy   0.584 eV
Multiplicity   1
SMILES   O=C[C@@H]1ON=CNS1
Highest occupied orbital energy   -9.10 eV
HOMO-LUMO gap   9.69 eV

Want to see where the charge sits? The Löwdin charges in e are:
1 O 0.064
2 C -0.249
3 C -0.560
4 O -0.166
5 N 0.052
6 C -0.271
7 N -0.312
8 S 0.970
9 H 0.140
10 H 0.115
11 H 0.131
12 H 0.087

---

Density functional theory data (the ωB97M-V functional and the def2-TZVPD basis) for C3H4N2O2S in the gas phase.

XYZ file:
```
12
Properties=species:S:1:pos:R:3:forces:R:3
C -0.69282 -2.78199 0.61441 4.3 2.6 -1.1
N -0.50716 -1.72498 -0.22571 -2.0 -3.3 3.3
O 0.48835 -0.88025 0.37039 -0.8 -0.8 -0.4
C 0.43404 0.45183 0.17340 2.6 -0.2 1.0
C 1.79412 1.03460 0.84376 -2.3 0.1 -1.0
O 2.49030 0.51855 1.66469 -0.3 0.7 -0.8
N -0.18792 1.37889 -0.40206 -2.0 -0.9 -1.5
S -1.65573 1.11046 -1.45650 0.2 -2.6 3.6
H 0.22319 -2.94179 1.36625 -2.4 0.6 -1.1
H -1.36642 -3.65184 0.52568 0.1 1.1 -0.8
H 1.72400 2.02512 0.29338 1.5 -0.1 1.1
H -2.26481 -0.10923 -0.55704 1.3 2.8 -2.3
```
Forces are in eV/Å.

Results
Lowest unoccupied orbital energy   -0.139 eV
Multiplicity   1
SMILES   C=NO/C(C=O)=N\S
Highest occupied orbital energy   -9.14 eV
HOMO-LUMO gap   9.00 eV

Want to see where the charge sits? The Löwdin charges in e are:
1 C 0.039
2 N -0.005
3 O -0.093
4 C -0.467
5 C -0.163
6 O 0.095
7 N -0.290
8 S 0.587
9 H 0.124
10 H 0.071
11 H 0.120
12 H -0.017